Here is a molecular structure, C45H126N15O22P7 in a non-equilibrium geometry from the OMol25 dataset. Energies are from the ωB97M-V functional and the def2-TZVPD basis.

```
215
Properties=species:S:1:pos:R:3:forces:R:3
O 6.177 0.999 2.324 -1.6 -1.6 1.4
P 5.599 -0.361 2.598 0.6 -1.7 0.1
N 4.134 -0.781 1.770 -0.2 0.9 -0.8
C 3.813 -2.001 0.975 3.0 2.3 1.4
C 3.090 0.338 1.651 4.8 0.1 0.7
N 5.141 -0.607 4.228 1.4 0.1 0.5
C 4.717 -1.896 4.772 -0.2 0.4 -1.3
C 4.806 0.535 5.071 -0.3 1.2 -1.4
N 6.758 -1.665 2.245 -2.3 2.4 0.9
C 7.108 -1.932 0.861 -0.1 0.4 0.4
C 7.769 -2.029 3.246 -0.9 0.0 -0.8
H 4.564 -2.787 1.055 0.3 1.6 1.2
H 3.756 -1.810 -0.097 2.4 -0.7 1.9
H 2.864 -2.455 1.259 1.4 2.2 -0.6
H 2.513 0.277 0.729 5.3 0.3 2.5
H 3.569 1.314 1.723 0.4 -2.3 -1.2
H 2.358 0.388 2.457 6.3 1.0 -2.7
H 3.744 -2.144 4.347 -0.2 -0.5 -0.2
H 5.466 -2.621 4.452 -0.3 -0.5 0.5
H 4.535 -1.849 5.845 0.6 0.0 0.0
H 4.117 1.115 4.456 -0.3 0.2 0.8
H 4.334 0.294 6.023 0.1 -0.4 -0.2
H 5.615 1.244 5.251 0.4 -0.3 0.1
H 8.154 -1.699 0.661 0.3 -0.3 0.1
H 6.874 -2.978 0.664 0.2 -0.1 -0.5
H 6.583 -1.255 0.188 -0.4 -0.2 0.0
H 8.740 -1.578 3.044 0.1 0.0 -0.1
H 7.790 -3.112 3.125 0.7 -0.2 0.7
H 7.446 -1.709 4.236 0.0 -0.3 0.0
O -1.309 4.855 -5.041 -0.4 -1.2 -0.8
P -1.538 3.471 -5.563 -0.7 0.2 -0.4
N -2.420 2.573 -4.409 0.8 0.9 0.3
C -3.389 3.284 -3.512 0.6 -0.1 -1.5
C -2.803 1.191 -4.520 0.3 2.5 -5.6
N -0.176 2.551 -5.953 -0.1 0.0 -0.7
C 0.650 2.943 -7.174 -0.9 -0.1 0.5
C 0.585 1.928 -4.865 1.2 0.8 -0.8
N -2.486 3.423 -7.020 0.9 1.8 0.4
C -2.286 4.506 -8.024 -0.5 0.2 1.4
C -2.758 2.180 -7.679 0.0 -0.7 0.6
H -3.943 4.008 -4.109 0.3 0.6 0.2
H -2.977 3.746 -2.615 0.8 -0.5 -1.0
H -4.202 2.630 -3.195 0.4 -0.4 0.0
H -2.948 0.690 -3.562 1.1 2.4 -4.2
H -2.148 0.580 -5.141 -0.9 1.6 -0.5
H -3.798 1.292 -4.954 -0.3 -0.9 -0.3
H 1.604 2.417 -7.195 -0.2 -0.1 0.4
H 0.148 2.681 -8.105 -0.3 -0.2 0.1
H 0.864 4.007 -7.276 0.0 0.2 0.5
H 1.089 2.638 -4.208 -0.1 0.3 -0.4
H 0.000 1.298 -4.194 2.0 1.2 -2.8
H 1.368 1.311 -5.306 0.1 0.1 0.0
H -1.580 4.267 -8.819 0.0 -0.2 -0.1
H -3.270 4.766 -8.413 0.1 -0.1 -0.4
H -1.947 5.401 -7.502 0.2 -0.1 0.0
H -3.477 2.306 -8.488 0.2 0.2 -0.2
H -3.228 1.479 -6.988 0.2 -0.1 0.0
H -1.812 1.769 -8.030 -0.1 -0.5 -0.4
O 1.116 -6.516 0.910 -0.8 0.9 -0.2
P 0.747 -5.321 0.104 0.4 1.2 0.4
N 2.239 -4.562 -0.348 -0.1 -0.2 -0.9
C 2.278 -3.604 -1.461 -0.8 -0.8 1.6
C 3.287 -4.294 0.684 -1.6 -4.2 -0.3
N -0.161 -4.079 0.945 0.0 -1.6 -1.6
C -0.402 -4.122 2.363 1.9 -0.5 0.7
C -0.484 -2.781 0.311 1.3 -4.9 -0.3
N -0.150 -5.559 -1.350 1.4 0.4 0.2
C 0.417 -6.391 -2.468 -0.4 1.0 0.7
C -1.625 -5.629 -1.360 1.4 0.0 1.0
H 3.248 -3.578 -1.959 0.2 -0.1 -0.1
H 2.023 -2.595 -1.135 0.1 -1.9 0.5
H 1.516 -3.801 -2.215 0.2 -0.9 0.6
H 3.556 -5.251 1.132 -0.4 -0.2 0.3
H 2.937 -3.595 1.444 0.0 -3.0 0.0
H 4.258 -3.966 0.312 -0.9 -0.5 -1.0
H -1.433 -4.281 2.678 0.2 -0.3 -0.3
H 0.312 -4.786 2.851 -0.5 -1.2 -0.3
H 0.012 -3.247 2.865 -0.4 0.1 -0.7
H -1.363 -2.286 0.722 0.0 -1.5 0.3
H 0.325 -2.050 0.306 1.0 -4.1 0.5
H -0.618 -2.861 -0.768 -0.4 -0.5 -0.3
H 0.352 -7.459 -2.259 0.2 0.0 0.1
H -0.198 -6.171 -3.340 -0.1 -0.2 -0.1
H 1.408 -6.049 -2.765 0.1 -0.3 0.5
H -1.885 -6.617 -0.980 -0.6 -0.2 -0.6
H -1.881 -5.411 -2.397 -0.7 -0.2 0.2
H -2.054 -4.935 -0.638 0.1 0.3 -0.3
O 1.459 4.908 5.079 -0.5 -0.9 -1.1
P 0.734 3.692 4.599 1.2 0.3 -1.8
N 1.813 2.493 3.849 -1.6 0.2 0.3
C 1.428 1.073 3.651 -1.6 3.6 2.6
C 3.078 2.881 3.154 -0.5 0.8 1.4
N -0.431 4.003 3.351 -0.5 -1.4 1.6
C -0.411 5.195 2.471 0.7 -0.6 1.8
C -1.240 2.825 2.909 0.6 0.4 1.3
N -0.037 2.917 5.899 1.1 -1.1 -0.4
C -1.125 3.647 6.500 -1.0 -0.2 -0.4
C 0.924 2.346 6.857 1.4 0.2 0.3
H 0.416 0.886 4.008 -0.1 0.1 0.3
H 2.087 0.449 4.255 0.3 -0.3 0.0
H 1.455 0.773 2.603 -2.7 3.5 2.1
H 3.045 3.889 2.740 -0.1 0.1 0.3
H 3.348 2.216 2.334 -0.8 1.8 1.5
H 3.842 2.791 3.926 0.4 0.6 -0.5
H 0.299 5.002 1.667 -0.8 1.5 3.4
H -1.361 5.259 1.940 -0.3 0.6 0.5
H -0.109 6.026 3.109 -0.5 0.3 -0.3
H -0.645 2.068 2.398 -0.2 0.3 -0.3
H -1.672 2.292 3.756 0.1 0.1 0.5
H -2.105 3.133 2.321 1.0 -0.4 0.9
H -1.852 3.792 5.701 -0.3 0.1 0.2
H -1.567 3.006 7.263 -0.1 0.1 0.0
H -0.923 4.630 6.927 0.5 0.0 0.1
H 1.594 1.599 6.432 -0.3 -0.1 -0.5
H 0.597 1.890 7.792 -1.3 -0.1 -0.4
H 1.623 3.079 7.259 0.1 0.6 -0.2
C -4.454 -1.591 -2.015 0.0 -0.8 -1.1
N -3.872 -0.732 -3.118 -1.6 -2.0 -0.1
O -3.309 -1.247 -4.100 -1.3 0.3 1.6
O -4.104 0.476 -3.053 -6.0 -3.3 4.2
H -5.061 -2.377 -2.464 -0.4 0.5 -0.4
H -4.999 -0.918 -1.353 0.1 -0.3 -0.6
H -3.644 -2.107 -1.500 -0.5 0.1 -0.5
C -6.001 3.177 -0.922 0.4 0.2 -1.2
N -4.878 4.146 -0.699 -6.0 2.1 -1.3
O -4.608 4.430 0.457 -6.0 2.9 1.3
O -4.180 4.546 -1.606 -1.8 0.3 0.7
H -6.753 3.171 -0.134 0.4 0.5 0.0
H -5.604 2.168 -1.034 0.3 0.0 0.0
H -6.360 3.491 -1.903 -0.5 -0.2 0.2
C -0.165 -3.097 -4.635 0.6 0.5 0.1
N 1.267 -3.152 -4.404 3.4 -1.9 -1.9
O 1.995 -2.165 -4.326 -1.4 -2.8 -4.6
O 1.764 -4.281 -4.456 -0.4 0.1 0.4
H -0.106 -2.900 -5.706 -1.1 0.0 -0.1
H -0.453 -2.217 -4.061 -0.3 -1.8 -1.2
H -0.622 -4.038 -4.329 0.2 0.2 -0.3
C 0.231 3.914 0.304 1.0 -1.0 -0.9
C 0.936 3.547 -0.952 -0.4 -0.4 -1.1
O 2.260 3.010 -0.623 0.4 -2.1 -1.4
P 2.865 1.774 -1.577 1.2 2.1 0.8
O 2.508 1.849 -3.008 0.7 -0.5 1.6
O 2.429 0.417 -0.792 1.6 2.2 -4.6
C 2.773 -0.852 -1.342 -2.6 -0.1 -3.1
C 1.710 -1.238 -2.443 0.0 1.7 2.2
O 4.480 1.906 -1.279 -3.4 -1.2 -2.8
C 4.950 2.336 -0.071 2.5 2.0 1.9
C 6.501 2.173 -0.038 -0.5 -1.3 0.2
H 0.367 3.104 1.019 0.6 0.3 0.3
H 0.627 4.858 0.677 0.7 -1.0 -2.4
H -0.859 3.939 0.277 1.3 0.7 -0.5
H 0.363 2.830 -1.541 0.1 -0.4 0.1
H 1.020 4.416 -1.605 0.5 0.0 0.0
H 3.743 -0.929 -1.833 0.4 0.6 0.3
H 2.797 -1.570 -0.523 -2.0 1.9 -1.5
H 0.718 -0.941 -2.104 0.5 0.0 0.2
H 1.887 -0.790 -3.421 0.2 1.2 1.7
H 1.634 -2.309 -2.631 0.4 2.3 1.0
H 4.762 3.401 0.062 -0.4 0.2 -0.2
H 4.458 1.841 0.767 0.9 0.1 -0.7
H 7.016 2.912 0.576 -0.3 0.0 0.0
H 6.654 1.213 0.455 0.4 0.3 -0.2
H 7.016 2.072 -0.993 -0.5 0.5 -0.4
C -7.737 -3.980 1.668 0.5 1.2 1.0
C -7.096 -3.763 3.065 -0.2 -0.9 -0.5
O -5.665 -4.010 3.004 0.6 1.1 0.4
P -4.654 -2.809 3.312 1.5 1.0 1.4
O -5.067 -1.682 4.238 0.2 -2.0 -2.1
O -3.345 -3.620 3.879 -2.3 -0.3 -1.8
C -2.274 -2.987 4.516 0.5 0.8 1.8
C -1.488 -1.990 3.699 -1.2 1.2 0.4
O -4.154 -2.377 1.828 0.3 -0.6 1.9
C -4.716 -1.361 1.039 -0.4 -0.3 -0.8
C -4.290 0.039 1.280 -0.4 -1.9 1.2
H -7.542 -4.960 1.232 -0.2 0.1 0.3
H -8.789 -3.722 1.783 -0.2 -0.6 -0.1
H -7.370 -3.202 0.999 0.3 -0.1 -0.2
H -7.295 -2.776 3.481 0.0 0.1 -0.2
H -7.456 -4.506 3.777 -0.2 0.1 -0.1
H -2.688 -2.542 5.421 0.1 0.5 0.0
H -1.561 -3.703 4.924 -0.4 -0.8 -0.5
H -1.618 -2.206 2.638 0.3 0.3 0.4
H -1.877 -0.986 3.867 -0.1 0.2 0.0
H -0.450 -1.999 4.032 -0.4 0.1 -0.1
H -4.348 -1.588 0.038 -0.6 -0.3 1.0
H -5.805 -1.343 1.082 -0.3 -0.5 -0.1
H -4.585 0.573 0.377 -1.4 -1.1 0.4
H -4.732 0.412 2.204 0.0 0.4 -0.1
H -3.205 0.133 1.297 -0.4 -0.8 0.7
C -0.735 -0.417 -4.063 0.5 0.7 2.4
C -1.086 0.766 -3.056 -0.2 -1.8 2.7
O -0.493 0.545 -1.739 -0.7 -1.0 1.4
P -1.382 -0.042 -0.497 1.5 1.5 -0.3
O -2.590 -0.866 -0.806 3.0 1.9 0.6
O -0.310 -0.828 0.405 -2.1 10.3 -1.4
C 0.743 -0.107 1.071 -0.1 -0.8 0.2
C 1.318 -1.040 2.169 -4.3 -1.3 1.0
O -1.660 1.306 0.354 -0.6 -2.1 -1.0
C -2.960 1.891 0.103 0.0 2.2 0.1
C -2.787 3.332 0.254 3.2 0.3 -1.0
H 0.308 -0.338 -4.368 -0.4 -0.3 0.0
H -0.808 -1.286 -3.409 -0.7 1.2 0.4
H -1.381 -0.524 -4.935 0.8 -0.5 0.7
H -0.735 1.739 -3.400 -1.4 -0.4 1.8
H -2.160 0.786 -2.867 3.0 0.1 1.7
H 1.630 0.221 0.529 -5.9 -1.4 -1.4
H 0.426 0.893 1.365 -0.8 -0.4 0.6
H 0.416 -1.356 2.693 0.3 -0.3 -0.2
H 1.847 -1.937 1.850 -0.9 1.1 0.4
H 1.800 -0.342 2.853 -1.4 -5.9 0.6
H -3.377 1.765 -0.896 0.7 -0.7 -0.6
H -3.732 1.438 0.724 2.1 2.7 -0.3
H -3.665 3.909 -0.035 7.2 -2.7 1.6
H -2.472 3.699 1.231 -0.7 0.0 -1.1
H -2.028 3.691 -0.442 -0.5 -0.4 -0.3
```
Forces are in eV/Å.

Calculated values
* M: 1446.4 g mol⁻¹
* lowest unoccupied orbital energy: -0.03816 Eh
* Kohn-Sham gap: 6.832 eV
* electronic energy: -6654.8384 Eh